(1)
{
  "formula": "C22H50CdO12Zn",
  "method": "wB97M-V/def2-TZVPD",
  "elements": ["Zn", "Cd", "C", "C", "C", "O", "C", "C", "C", "O", "O", "O", "H", "H", "C", "C", "O", "H", "H", "H", "H", "H", "H", "C", "C", "O", "H", "H", "H", "H", "H", "H", "C", "C", "O", "H", "H", "H", "H", "H", "H", "C", "C", "O", "H", "H", "H", "H", "H", "H", "C", "C", "O", "H", "H", "H", "H", "H", "H", "C", "C", "O", "H", "H", "H", "H", "H", "H", "C", "C", "O", "H", "H", "H", "H", "H", "H", "C", "C", "O", "H", "H", "H", "H", "H", "H"],
  "coordinates": [[-0.361, -2.642, -1.029], [0.774, 4.433, 1.957], [0.195, 1.491, -0.876], [0.040, 0.046, -0.746], [0.421, -0.607, 0.646], [0.253, -1.872, 0.703], [0.849, 0.213, 1.750], [0.943, 1.597, 1.542], [0.588, 2.234, 0.172], [0.794, 3.487, -0.018], [1.168, 2.299, 2.598], [-0.262, -0.734, -1.647], [-0.026, 1.855, -1.869], [0.851, -0.114, 2.780], [-1.940, -5.590, 1.648], [-0.886, -4.595, 1.300], [-0.629, -4.323, -0.057], [-1.789, -6.505, 1.074], [-2.968, -5.244, 1.545], [-1.803, -5.910, 2.681], [0.063, -5.109, 1.450], [-0.941, -3.665, 1.864], [-0.526, -5.192, -0.452], [3.496, -2.967, 4.377], [2.390, -2.266, 3.542], [2.507, -2.865, 2.192], [3.555, -2.542, 5.380], [4.490, -2.858, 3.943], [3.165, -3.996, 4.516], [2.486, -1.189, 3.404], [1.375, -2.395, 3.918], [1.693, -2.646, 1.731], [5.251, 4.391, 2.105], [4.081, 3.830, 1.228], [2.993, 4.767, 1.520], [6.055, 3.657, 2.053], [5.062, 4.471, 3.175], [5.657, 5.347, 1.773], [3.748, 2.860, 1.597], [4.210, 3.706, 0.153], [3.235, 5.567, 1.047], [-4.820, -2.144, -0.436], [-3.678, -1.547, -1.194], [-2.481, -2.008, -0.479], [-4.973, -1.842, 0.600], [-4.671, -3.223, -0.390], [-5.797, -2.135, -0.919], [-3.840, -0.472, -1.120], [-3.661, -1.936, -2.212], [-2.739, -1.791, 0.420], [-2.345, 1.932, -5.120], [-1.695, 0.585, -4.947], [-2.624, -0.481, -5.096], [-1.566, 2.672, -4.937], [-3.239, 1.985, -4.498], [-2.780, 2.105, -6.104], [-1.109, 0.435, -4.041], [-0.951, 0.421, -5.727], [-2.323, -1.343, -4.798], [-1.371, 6.958, -2.803], [-1.190, 5.494, -2.437], [0.137, 5.158, -2.639], [-2.352, 7.408, -2.650], [-1.041, 7.113, -3.830], [-0.782, 7.511, -2.072], [-1.939, 4.921, -2.985], [-1.515, 5.408, -1.400], [0.455, 4.466, -2.055], [4.073, -2.974, -1.507], [2.635, -2.478, -1.979], [1.620, -3.233, -1.391], [4.381, -4.018, -1.564], [4.252, -2.785, -0.448], [4.933, -2.575, -2.045], [2.527, -2.574, -3.059], [2.540, -1.411, -1.778], [1.872, -4.150, -1.516], [-2.389, 0.663, 3.306], [-3.003, -0.090, 2.083], [-2.487, -1.436, 2.145], [-2.943, 1.600, 3.369], [-1.346, 0.885, 3.082], [-2.458, 0.255, 4.314], [-2.713, 0.380, 1.143], [-4.088, -0.156, 2.164], [-2.772, -1.980, 2.883]],
  "lowdin_spin": [0.000, 0.000, 0.001, 0.000, 0.000, 0.000, 0.000, 0.000, 0.000, 0.000, 0.000, 0.003, 0.000, 0.000, 0.000, 0.000, 0.000, 0.000, 0.000, 0.000, 0.000, 0.000, 0.000, 0.000, 0.000, 0.000, 0.000, 0.000, 0.000, 0.000, 0.000, 0.000, 0.000, 0.000, 0.000, 0.000, 0.000, 0.000, 0.000, 0.000, 0.000, 0.000, 0.000, 0.000, 0.000, 0.000, 0.000, 0.000, 0.000, 0.000, 0.051, 0.172, 0.580, 0.002, 0.015, 0.013, 0.046, 0.102, 0.005, 0.001, 0.002, 0.004, 0.000, 0.000, 0.000, 0.001, 0.000, 0.000, 0.000, 0.000, 0.000, 0.000, 0.000, 0.000, 0.000, 0.000, 0.000, 0.000, 0.000, 0.000, 0.000, 0.000, 0.000, 0.000, 0.000, 0.000],
  "homo_energy_ev": [-15.91, -15.91],
  "s2": 0.7543,
  "e_lumo_ev": [-10.081, -13.855],
  "gap_ha": [0.214, 0.075],
  "total_charge": 3,
  "multiplicity": 2
}



(2)
{
  "formula": "C5H12NS",
  "method": "wB97M-V/def2-TZVPD",
  "elements": ["C", "C", "C", "C", "C", "N", "S", "H", "H", "H", "H", "H", "H", "H", "H", "H", "H", "H", "H"],
  "coordinates": [[-0.030, 0.201, -1.836], [-0.845, -0.123, -0.667], [-0.550, 1.006, -2.997], [-0.297, 0.398, 2.511], [1.055, -1.282, 1.236], [0.596, 0.096, 1.390], [-0.534, -1.550, -1.446], [0.952, 0.290, -1.664], [-1.764, 0.298, -0.108], [-0.439, 2.001, -2.818], [-1.498, 0.655, -3.164], [0.158, 0.776, -3.804], [-1.303, 0.065, 2.271], [-0.115, -0.069, 3.400], [-0.181, 1.410, 2.627], [1.188, -1.412, 0.240], [2.032, -1.447, 1.860], [0.165, -2.010, 1.596], [1.410, 0.697, 1.373]],
  "nbo_charge": [-0.235, -0.137, -0.616, -0.407, -0.414, -0.536, 0.482, 0.226, 0.296, 0.246, 0.226, 0.245, 0.192, 0.209, 0.216, 0.178, 0.227, 0.210, 0.391],
  "homo_energy_ev": -13.77,
  "e_lumo_ev": -5.557,
  "gap_ha": 0.302,
  "total_charge": 1
}



(3)
{
  "formula": "C26H29AsN3OPdS",
  "method": "wB97M-V/def2-TZVPD",
  "elements": ["Pd", "C", "C", "C", "C", "C", "C", "N", "C", "C", "C", "C", "C", "N", "C", "C", "C", "C", "C", "C", "N", "H", "H", "H", "H", "H", "H", "H", "H", "H", "H", "H", "H", "H", "H", "H", "S", "C", "C", "C", "C", "C", "C", "H", "H", "H", "H", "H", "C", "As", "C", "C", "O", "H", "H", "H", "H", "H", "H", "H", "H", "H"],
  "coordinates": [[-0.189, 0.340, -0.179], [2.370, 2.339, -1.827], [1.471, 3.230, -1.035], [1.878, 4.462, -0.527], [0.960, 5.249, 0.148], [-0.356, 4.823, 0.238], [-0.681, 3.582, -0.302], [0.226, 2.792, -0.880], [-2.056, 3.045, -0.319], [-3.178, 3.854, -0.492], [-4.422, 3.247, -0.571], [-4.516, 1.868, -0.472], [-3.345, 1.131, -0.312], [-2.157, 1.721, -0.235], [-3.353, -0.328, -0.105], [-4.385, -1.155, -0.537], [-4.359, -2.490, -0.161], [-3.355, -2.929, 0.683], [-2.356, -2.037, 1.069], [-1.328, -2.373, 2.098], [-2.327, -0.785, 0.625], [2.278, 2.579, -2.887], [2.034, 1.306, -1.697], [3.413, 2.453, -1.536], [2.893, 4.800, -0.660], [1.259, 6.186, 0.588], [-1.101, 5.419, 0.738], [-3.072, 4.923, -0.582], [-5.315, 3.837, -0.704], [-5.475, 1.373, -0.494], [-5.175, -0.773, -1.164], [-5.131, -3.168, -0.494], [-3.353, -3.943, 1.053], [-1.815, -2.364, 3.074], [-0.550, -1.603, 2.098], [-0.899, -3.358, 1.943], [0.116, -0.760, -2.161], [0.237, -2.406, -1.578], [0.741, -2.672, -0.304], [0.856, -3.977, 0.133], [0.466, -5.028, -0.683], [-0.026, -4.768, -1.952], [-0.127, -3.468, -2.405], [1.034, -1.839, 0.341], [1.259, -4.180, 1.115], [0.563, -6.043, -0.332], [-0.319, -5.580, -2.597], [-0.487, -3.260, -3.399], [3.772, -0.686, -0.514], [3.106, -0.044, 1.218], [3.303, -1.541, 2.461], [4.269, 1.391, 1.825], [1.564, 0.522, 1.245], [4.366, -1.580, -0.337], [4.406, 0.062, -0.988], [2.943, -0.928, -1.184], [4.323, -1.571, 2.839], [3.083, -2.478, 1.948], [2.613, -1.411, 3.295], [5.315, 1.097, 1.745], [4.022, 1.616, 2.866], [4.072, 2.276, 1.218]],
  "lowdin_spin": [1.193, 0.001, 0.001, 0.001, -0.001, 0.001, 0.002, 0.030, 0.002, 0.000, 0.002, 0.000, 0.001, 0.006, 0.004, 0.000, 0.002, 0.000, 0.003, 0.000, 0.020, 0.000, 0.003, 0.000, 0.000, 0.000, 0.000, 0.000, 0.000, 0.000, 0.000, 0.000, 0.000, 0.000, 0.000, 0.000, 0.492, 0.055, 0.040, -0.003, 0.038, -0.003, 0.039, 0.002, -0.001, 0.002, -0.001, 0.003, 0.001, 0.005, 0.001, 0.003, 0.048, 0.000, 0.000, 0.003, 0.000, 0.000, 0.000, 0.000, 0.000, 0.000],
  "homo_energy_ev": [-10.69, -10.54],
  "s2": 2.0133,
  "e_lumo_ev": [-2.352, -4.369],
  "gap_ha": [0.307, 0.227],
  "total_charge": 1,
  "multiplicity": 3
}



(4)
{
  "formula": "C2H3N3O2",
  "method": "wB97M-V/def2-TZVPD",
  "elements": ["O", "C", "N", "N", "C", "N", "O", "H", "H", "H"],
  "coordinates": [[-2.276, -0.022, -0.151], [-1.050, 0.041, -0.053], [-0.253, -0.911, 0.426], [1.074, -1.191, -0.163], [1.690, -0.129, -0.218], [1.085, 0.967, 0.349], [-0.282, 1.083, -0.193], [-0.729, -1.870, 0.449], [2.647, -0.236, -0.894], [1.365, 2.094, 0.530]],
  "nbo_charge": [-0.594, 0.845, -0.521, -0.238, 0.172, -0.380, -0.361, 0.405, 0.226, 0.446],
  "homo_energy_ev": -9.99,
  "smiles": "O=C1NN=CNO1",
  "e_lumo_ev": 0.478,
  "gap_ha": 0.385,
  "total_charge": 0
}



(5)
{
  "formula": "C4H8O2",
  "method": "wB97M-V/def2-TZVPD",
  "elements": ["O", "C", "C", "O", "C", "C", "H", "H", "H", "H", "H", "H", "H", "H"],
  "coordinates": [[1.819, -1.208, 0.344], [1.196, -0.184, -0.380], [-0.139, 1.035, -0.102], [-0.116, 1.618, 1.128], [-0.813, -0.705, 0.106], [-1.470, 0.495, -0.410], [1.293, -2.010, 0.210], [1.161, -0.393, -1.441], [1.896, 0.617, -0.214], [0.802, 1.820, 1.358], [-0.895, -0.888, 1.163], [-0.756, -1.585, -0.528], [-1.742, 0.464, -1.459], [-2.237, 0.924, 0.224]],
  "nbo_charge": [-0.710, -0.080, 0.232, -0.702, -0.404, -0.512, 0.457, 0.178, 0.170, 0.483, 0.218, 0.206, 0.222, 0.242],
  "homo_energy_ev": -7.67,
  "smiles": "OCC1(O)CC1",
  "e_lumo_ev": 0.863,
  "gap_ha": 0.314,
  "total_charge": 0
}